Entry 1:
Molecular formula: C21H33N3
Method: DFT, wB97M-V/def2-TZVPD

Computed properties:
structure (SMILES) = CC(C)C[C@H]1CN=C(Nc2ccccc2)N1C[C@H]1CC[C@H](C)CC1
molecular weight = 327.5 u
energy above the lowest of the compared OMol25 structures with the same formula, charge and spin = 0.000 eV
gap between HOMO and LUMO = 8.783 eV
HOMO energy = -7.93 eV
calculated total energy = -26784.1567 eV
LUMO energy = 0.8535 eV

```
! wB97M-V def2-TZVPD RIJCOSX def2/J DEFGRID3
* xyz 0 1
C -3.98 -3.00 1.00
C -2.54 -2.55 0.77
C -1.58 -3.53 1.42
C -2.28 -2.42 -0.74
C -0.94 -1.78 -1.12
C -0.84 -1.59 -2.66
N -1.00 -0.17 -2.88
C -0.97 0.41 -1.74
N -1.02 1.77 -1.64
C -1.69 2.53 -0.68
C -1.52 3.91 -0.70
C -2.15 4.70 0.24
C -2.96 4.13 1.22
C -3.14 2.76 1.23
C -2.51 1.96 0.29
N -0.87 -0.41 -0.63
C -0.01 -0.07 0.48
C 1.50 -0.24 0.23
C 2.27 -0.01 1.53
C 3.77 -0.18 1.32
C 4.29 0.78 0.25
C 5.79 0.61 0.04
C 3.52 0.54 -1.05
C 2.02 0.71 -0.85
H -4.68 -2.29 0.57
H -4.19 -3.08 2.07
H -4.15 -3.97 0.54
H -2.41 -1.56 1.23
H -0.54 -3.21 1.33
H -1.67 -4.51 0.96
H -1.80 -3.64 2.48
H -2.33 -3.41 -1.20
H -3.07 -1.80 -1.18
H -0.11 -2.38 -0.73
H 0.12 -1.92 -3.06
H -1.63 -2.13 -3.18
H -0.85 2.24 -2.52
H -0.90 4.36 -1.46
H -2.01 5.78 0.22
H -3.45 4.75 1.95
H -3.77 2.30 1.97
H -2.68 0.89 0.29
H -0.29 -0.69 1.33
H -0.20 0.97 0.76
H 1.69 -1.27 -0.10
H 1.92 -0.71 2.29
H 2.06 1.00 1.89
H 4.29 0.01 2.26
H 3.98 -1.20 1.01
H 4.09 1.81 0.58
H 6.33 0.80 0.97
H 6.15 1.31 -0.71
H 6.01 -0.40 -0.29
H 3.87 1.24 -1.82
H 3.73 -0.47 -1.41
H 1.50 0.52 -1.79
H 1.80 1.74 -0.55
*
```



Entry 2:
Molecular formula: C2H4FNO
Method: DFT, wB97M-V/def2-TZVPD

Computed properties:
structure (SMILES) = NC(=O)CF
molecular weight = 77.1 u
energy above the lowest of the compared OMol25 structures with the same formula, charge and spin = 0.600 eV
gap between HOMO and LUMO = 10.911 eV
HOMO energy = -10.05 eV
calculated total energy = -8393.6472 eV
LUMO energy = 0.8616 eV

```
! wB97M-V def2-TZVPD RIJCOSX def2/J DEFGRID3
* xyz 0 1
N -0.29 -1.07 0.61
C -0.54 0.19 0.44
O -1.30 0.97 0.91
C 0.56 0.75 -0.53
F 1.28 -0.29 -1.11
H -1.12 -1.68 0.95
H 0.07 -1.53 -0.23
H 0.06 1.48 -1.18
H 1.28 1.17 0.15
*
```



Entry 3:
Molecular formula: C4H12S2
Method: DFT, wB97M-V/def2-TZVPD

Computed properties:
structure (SMILES) = CCS.CCS
molecular weight = 124.3 u
energy above the lowest of the compared OMol25 structures with the same formula, charge and spin = 0.973 eV
gap between HOMO and LUMO = 9.718 eV
HOMO energy = -8.94 eV
calculated total energy = -26012.1451 eV
LUMO energy = 0.7800 eV

```
! wB97M-V def2-TZVPD RIJCOSX def2/J DEFGRID3
* xyz 0 1
C -0.21 2.32 -2.36
C 1.11 2.97 -1.97
S 1.93 2.55 -0.43
H -0.63 1.65 -1.63
H -0.13 1.76 -3.29
H -0.98 3.09 -2.46
H 1.88 2.76 -2.71
H 1.00 4.05 -1.95
H 2.10 3.67 0.30
C -0.08 -2.19 2.62
C -0.93 -2.67 1.39
S -1.17 -4.49 1.64
H -0.57 -1.22 2.79
H 0.94 -2.07 2.30
H -0.28 -2.79 3.50
H -1.96 -2.30 1.37
H -0.40 -2.37 0.49
H -1.63 -4.72 0.40
*
```



Please write out number 3 again, unchanged.
Molecular formula: C4H12S2
Method: DFT, wB97M-V/def2-TZVPD

Computed properties:
structure (SMILES) = CCS.CCS
molecular weight = 124.3 u
energy above the lowest of the compared OMol25 structures with the same formula, charge and spin = 0.973 eV
gap between HOMO and LUMO = 9.718 eV
HOMO energy = -8.94 eV
calculated total energy = -26012.1451 eV
LUMO energy = 0.7800 eV

```
! wB97M-V def2-TZVPD RIJCOSX def2/J DEFGRID3
* xyz 0 1
C -0.21 2.32 -2.36
C 1.11 2.97 -1.97
S 1.93 2.55 -0.43
H -0.63 1.65 -1.63
H -0.13 1.76 -3.29
H -0.98 3.09 -2.46
H 1.88 2.76 -2.71
H 1.00 4.05 -1.95
H 2.10 3.67 0.30
C -0.08 -2.19 2.62
C -0.93 -2.67 1.39
S -1.17 -4.49 1.64
H -0.57 -1.22 2.79
H 0.94 -2.07 2.30
H -0.28 -2.79 3.50
H -1.96 -2.30 1.37
H -0.40 -2.37 0.49
H -1.63 -4.72 0.40
*
```



The highest HOMO energy belongs to which entry? C21H33N3



Which of these has the highest HOMO energy? C21H33N3



LUMO energy of number 2 (C2H4FNO)? 0.8616 eV